Entry from OMol25: a structure of composition C2H4CsLiO (ωB97M-V with the def2-TZVPD basis set).

Last column: Mulliken charge in e.
Cartesian coordinates (Å):
H1 0.549 0.066 -1.925  0.238
H2 1.587 2.112 -0.996  0.242
Li1 -1.942 -3.981 2.344  0.643
H3 -0.076 2.667 -0.357  0.242
C1 0.520 1.912 -0.876  -0.466
H4 -1.113 0.618 -1.283  0.241
O1 -0.325 -3.527 2.136  -1.440
Cs1 0.841 -0.672 2.336  0.783
C2 -0.042 0.806 -1.379  -0.481

Relative energy (zero: lowest compared OMol25 entry of this formula, charge and spin) (kcal per mole): 15.9
Orbital gap (eV): 4.7
LUMO (eV): -0.38

***

Entry from OMol25: a cluster of 3 separate species, C31H51NO3 in total (ωB97M-V with the def2-TZVPD basis set).

Last column: Mulliken charge in e.
Cartesian coordinates (Å):
H1 3.869 4.987 1.347  0.230
O1 5.594 9.566 4.354  -0.520
C1 -1.895 -12.648 -3.075  -0.366
H2 -2.878 -1.874 1.689  0.233
H3 -4.456 -8.734 -1.853  0.458
H4 -0.958 -9.608 -1.892  0.364
C2 -3.001 0.519 -1.771  -0.416
C3 -1.208 -11.441 -2.989  -0.375
C4 0.911 6.191 1.160  -0.673
H5 8.486 7.492 2.480  0.300
H6 5.634 6.664 0.434  0.304
C5 -3.991 -6.832 -0.965  -0.467
H7 5.111 6.041 3.454  0.351
H8 -5.080 0.667 -2.570  0.374
H9 -4.437 -2.902 1.761  0.197
H10 -3.398 -13.908 -2.194  0.355
H11 -0.120 2.597 -0.965  0.254
C6 -4.678 -8.039 -1.051  -0.440
C7 9.625 6.351 0.934  -0.573
C8 -4.279 -5.940 0.064  -0.304
H12 7.163 5.023 0.904  0.335
C9 -4.846 -2.500 -0.925  -0.414
H13 -1.554 4.192 0.613  0.264
C10 5.390 8.367 4.033  0.184
C11 -5.257 -6.252 1.003  -0.386
H14 -4.999 -3.572 -1.335  0.261
H15 -1.794 2.464 -2.972  0.314
H16 -3.231 -6.587 -1.699  0.390
C12 -2.842 1.975 -1.067  -0.528
H17 6.871 5.076 2.725  0.373
C13 0.682 4.773 0.447  -0.557
H18 -5.785 -1.542 -2.697  0.325
H19 6.456 7.834 1.575  0.482
H20 2.887 5.399 2.875  0.403
H21 9.017 5.823 3.025  0.301
C14 3.458 5.848 1.984  -0.847
H22 -2.749 3.887 -2.323  0.354
H23 9.545 7.264 0.228  0.246
H24 -5.050 0.265 -0.773  0.324
C15 -3.157 -12.070 -1.104  -0.363
C16 -2.473 -10.860 -1.021  -0.392
C17 -2.866 -12.964 -2.130  -0.374
H25 1.389 4.632 -0.449  0.336
H26 -2.647 0.509 -2.859  0.385
C18 2.435 6.718 1.110  -0.545
C19 -5.940 -7.462 0.920  -0.432
C20 4.714 6.655 2.554  0.190
C21 8.560 6.396 2.130  -0.566
H27 0.272 7.012 0.659  0.356
C22 -0.817 4.599 -0.176  -0.438
C23 7.141 5.722 1.804  -0.534
H28 -2.703 -10.162 -0.224  0.447
N1 9.626 5.081 0.143  -0.634
H29 -6.181 -9.300 -0.169  0.384
H30 0.836 3.943 1.217  0.223
H31 -3.974 -1.905 -2.898  0.306
H32 -3.917 2.387 -0.963  0.273
H33 6.113 7.602 4.502  0.319
C24 -5.650 -8.356 -0.106  -0.443
H34 -4.512 -1.140 1.136  0.282
C25 -1.496 -10.548 -1.961  -0.370
C26 -4.755 -1.497 -2.174  -0.686
H35 -5.486 -5.553 1.801  0.314
H36 -2.368 -0.263 -1.214  0.130
C27 -4.531 0.043 -1.766  -0.767
O2 4.379 7.972 3.103  -0.364
H37 -1.672 -13.343 -3.878  0.353
H38 8.896 5.191 -0.588  0.247
H39 -2.295 1.922 -0.059  0.304
H40 -1.257 5.597 -0.528  0.317
H41 2.401 7.798 1.522  0.343
H42 -6.699 -7.708 1.656  0.368
H43 -0.448 -11.195 -3.723  0.356
H44 -3.916 -12.316 -0.369  0.365
H45 -0.016 4.068 -2.183  0.361
C28 5.947 6.795 1.536  -0.867
H46 0.535 6.124 2.246  0.269
H47 10.673 6.445 1.417  0.342
H48 -3.741 -4.999 0.132  0.554
C29 -3.878 -2.092 1.184  -0.563
H49 10.508 5.076 -0.409  0.263
O3 -3.574 -2.485 -0.195  -0.358
C30 -0.652 3.527 -1.390  -0.708
C31 -2.050 3.038 -2.000  -0.688
H50 -5.731 -2.302 -0.231  0.364
H51 2.761 6.787 0.017  0.229

Orbital gap (eV): 10.1
LUMO (eV): 0.84
SMILES string: COCCCCCCCCCCCC[C@@H](CCCCN)OC=O.c1ccccc1.c1ccccc1

***

Entry from OMol25: a structure of composition C35H40CoN4P2 (ωB97M-V with the def2-TZVPD basis set).

Last column: Mulliken charge in e.
Cartesian coordinates (Å):
C1 -1.679 2.404 -0.204  -1.342
C2 -0.346 -0.350 4.950  0.147
H1 -0.366 -0.171 8.832  0.365
H2 -1.180 -1.521 -3.966  0.295
C3 3.806 2.684 -1.626  -0.137
C4 0.760 -0.844 5.678  -0.648
H3 -3.911 -2.188 -0.753  0.378
H4 5.649 1.553 -2.275  0.451
H5 1.005 0.728 2.278  0.018
C5 -1.916 0.454 -3.889  -0.016
C6 -1.388 0.383 7.011  -0.511
H6 -1.482 3.334 -5.702  0.395
H7 1.215 -1.754 -1.512  1.271
H8 -2.225 0.727 5.035  0.394
C7 -3.503 -2.461 2.515  -0.372
N1 -3.050 -2.095 1.236  0.496
N2 2.591 -1.223 0.951  0.971
C8 -4.761 -3.027 2.378  -0.575
C9 -5.116 -2.993 0.984  -0.702
H9 -3.162 2.341 -1.916  0.695
C10 1.442 1.155 1.379  -2.076
C11 -1.856 1.842 -4.242  -0.468
C12 4.297 -1.989 2.193  -0.806
H10 -0.880 1.696 -6.121  0.191
C13 0.752 -0.759 7.071  -0.503
H11 -1.499 -0.852 -5.585  0.490
C14 -0.333 -0.178 7.741  -0.501
H12 5.097 -2.023 2.915  0.493
H13 0.658 0.283 -5.561  0.236
H14 -6.046 -3.352 0.582  0.444
H15 4.223 -4.056 1.269  0.471
C15 -0.774 -0.917 2.417  -0.741
H16 -2.228 0.860 7.513  0.374
H17 1.180 2.721 -5.534  0.381
C16 0.574 -1.121 -0.866  0.779
C17 0.389 -0.200 -4.609  -1.514
H18 -2.745 2.441 -4.035  0.541
H19 0.386 3.973 -4.553  0.376
H20 -3.239 -0.263 -1.420  -0.046
C18 -2.479 0.411 -1.032  -0.350
C19 0.764 2.148 -3.522  0.275
C20 3.842 -3.047 1.333  -0.815
C21 2.650 2.207 -1.019  -1.170
H21 -1.189 1.485 1.781  1.026
P1 -1.587 -1.311 0.988  0.632
H22 1.459 0.296 -2.769  0.951
H23 2.160 -3.003 -0.175  0.484
C22 -1.544 1.433 0.759  -0.824
H24 -0.030 -2.929 0.260  0.514
C23 -0.498 -2.061 -0.231  -1.352
C24 3.984 0.421 -1.390  -0.383
C25 -1.390 0.323 5.622  -0.366
H25 -2.876 -2.269 3.372  0.322
H26 -2.877 0.073 -3.527  0.668
H27 -5.340 -3.404 3.198  0.461
H28 1.033 -1.095 -4.527  0.468
C26 0.723 0.723 -3.453  0.010
C27 3.512 -0.881 1.951  -0.640
C28 0.405 2.890 -4.772  -1.155
Co1 -0.883 1.582 -2.712  -0.379
C29 -4.055 -2.403 0.297  -0.310
H29 1.578 -1.178 7.642  0.373
H30 3.536 0.105 2.390  0.464
H31 4.287 -0.611 -1.326  0.473
C30 -0.979 2.435 -5.317  -1.184
C31 4.652 1.546 -1.858  -0.995
H32 1.586 -1.318 5.136  0.442
H33 2.431 1.587 1.580  0.766
P2 1.656 -0.113 0.171  1.763
H34 1.473 2.650 -2.853  0.054
H35 0.031 -0.429 -1.549  -1.959
H36 0.779 1.907 0.948  0.317
C32 2.793 -2.556 0.580  -0.408
H37 4.045 3.719 -1.839  0.500
H38 -1.410 3.452 -0.133  0.482
N3 -2.024 0.219 0.275  0.139
C33 -1.106 -0.608 -4.578  -1.323
C34 -2.393 1.825 -1.336  0.182
C35 -0.485 -0.609 3.575  0.380
H39 1.815 2.766 -0.625  0.324
H40 -1.150 -2.435 -1.040  0.547
N4 2.759 0.817 -0.838  0.902

Relative energy (zero: lowest compared OMol25 entry of this formula, charge and spin) (kcal per mole): 26.3
Orbital gap (spin up / spin down) (eV): 3.9 / 5.7
⟨S²⟩: 3.86
LUMO (spin up / spin down) (eV): -0.18 / -0.30
2S+1: 4

***

Entry from OMol25: an isolated molecule of C6H10 (ωB97M-V with the def2-TZVPD basis set).

Last column: natural (NBO) charge in e.
Cartesian coordinates (Å):
H1 0.242 -1.164 -1.607  0.204
H2 -2.474 -0.998 0.630  0.221
H3 1.336 1.710 1.198  0.201
H4 0.952 1.241 -1.807  0.209
C1 -0.452 0.779 0.821  -0.170
H5 2.262 0.814 -0.741  0.207
H6 0.291 2.616 0.032  0.217
H7 1.377 -1.379 -0.360  0.205
H8 -1.565 -2.282 -0.540  0.229
C2 0.639 1.652 0.283  -0.438
C3 0.611 -0.684 -0.659  -0.420
H9 -1.175 -2.318 1.351  0.224
C4 -1.423 -1.547 0.414  -0.637
C5 1.170 0.816 -0.797  -0.402
H10 -1.315 1.199 1.424  0.201
C6 -0.476 -0.456 0.357  -0.050

Relative energy (zero: lowest compared OMol25 entry of this formula, charge and spin) (kcal per mole): 35.5
Orbital gap (eV): 9.8
LUMO (eV): 1.09
SMILES string: CC1=CCCC1

***

It is found that the E_tot values, taken in the order of the records, are -181.38964; -1492.08743; -3641.79091; -234.54591 a.u..